1:
This record from the Open Molecules 2025 dataset describes a structure of composition C31H24Cl3N6O3S3V. The level of theory is wB97M-V/def2-TZVPD.

The value obtained for the molecular weight is 782.08 g mol⁻¹. As for the multiplicity: 2. As for the HOMO-LUMO gap (alpha / beta): 0.202 / 0.189 hartree. The HOMO energy (alpha / beta) comes out at -3.45 / -3.14 eV. As for the net charge: -1.

```
71
Properties=species:S:1:pos:R:3:mulliken_charge:R:1
V 0.150 -0.411 -0.007 -0.77
C 2.833 4.798 -0.658 -0.85
S 1.942 3.955 -2.006 -0.20
C 1.870 2.326 -1.180 0.25
S 2.987 1.175 -1.616 -0.44
N 1.000 2.338 -0.224 -1.28
N 0.721 1.283 0.547 1.16
C 0.678 1.493 1.848 -0.64
C 0.242 0.408 2.641 0.78
C -0.004 0.448 4.023 -1.20
C -0.480 -0.684 4.647 -0.36
C -0.711 -1.832 3.891 -0.88
C -0.447 -1.795 2.533 -0.23
N 0.043 -0.727 1.928 0.68
H 3.005 5.821 -0.974 0.36
H 2.214 4.769 0.235 0.17
H 3.780 4.294 -0.483 0.31
H 0.904 2.470 2.264 0.20
H 0.154 1.368 4.560 0.47
H -0.686 -0.685 5.708 0.39
H -1.100 -2.732 4.340 0.42
H -0.624 -2.661 1.904 0.51
C -1.612 8.199 -0.350 -1.49
C -1.959 6.746 -0.190 1.02
C -3.254 6.337 0.111 -0.83
C -3.545 4.995 0.302 -0.71
C -2.538 4.054 0.196 -0.44
C -1.245 4.438 -0.105 0.67
C -0.968 5.777 -0.310 -0.98
S -2.941 2.356 0.646 1.44
O -4.365 2.180 0.484 -0.73
O -2.421 2.151 1.968 -0.67
N -2.050 1.340 -0.352 0.77
C -2.001 1.471 -1.730 0.31
C -2.906 2.312 -2.361 -0.53
C -2.961 2.405 -3.749 -1.03
C -2.145 1.625 -4.521 -0.92
C -1.198 0.775 -3.920 1.09
C -0.348 -0.024 -4.709 -0.88
C 0.641 -0.751 -4.092 -1.42
C 0.763 -0.687 -2.709 -0.24
N -0.079 -0.027 -1.915 0.78
C -1.068 0.713 -2.502 -0.04
H -2.503 8.821 -0.379 0.36
H -1.034 8.356 -1.259 0.34
H -0.997 8.527 0.490 0.31
H -4.040 7.074 0.214 0.32
H -4.542 4.659 0.550 0.51
H -0.455 3.702 -0.174 0.31
H 0.042 6.071 -0.558 0.39
H -3.605 2.868 -1.756 0.54
H -3.675 3.074 -4.207 0.43
H -2.201 1.652 -5.599 0.38
H -0.478 -0.025 -5.782 0.40
H 1.338 -1.347 -4.661 0.47
H 1.587 -1.208 -2.231 0.70
Cl 4.540 -6.054 -0.794 -0.26
C 3.255 -4.898 -0.749 0.55
C 3.450 -3.701 -0.076 -0.86
C 2.419 -2.791 -0.005 1.38
Cl 2.649 -1.267 0.754 -0.15
C 1.130 -3.041 -0.554 -1.20
O 0.150 -2.239 -0.449 -0.26
C 1.023 -4.268 -1.264 0.53
Cl -0.495 -4.555 -2.034 -0.23
C 2.047 -5.181 -1.370 -0.74
H 4.398 -3.486 0.389 0.46
H 1.906 -6.097 -1.923 0.43
N -2.553 -0.548 0.946 -0.77
C -1.742 0.065 0.221 0.23
H -3.455 -0.104 1.121 0.40
```

2:
This record from the Open Molecules 2025 dataset describes a structure of composition C31H24Cl3N6O3S3V. The level of theory is wB97M-V/def2-TZVPD.

The value obtained for the molecular weight is 782.08 g mol⁻¹. As for the multiplicity: 2. As for the HOMO-LUMO gap (alpha / beta): 0.219 / 0.222 hartree. The HOMO energy (alpha / beta) comes out at -3.87 / -3.90 eV. As for the net charge: -1.

```
71
Properties=species:S:1:pos:R:3:mulliken_charge:R:1
V 0.492 0.027 0.686 -0.98
C 2.383 4.907 3.433 -0.87
S 0.922 4.312 2.575 -0.01
C 0.975 2.548 2.873 0.16
S 2.221 1.835 3.762 -0.38
N -0.061 2.016 2.287 -1.04
N -0.126 0.617 2.318 1.27
C -0.590 0.022 3.445 -0.63
C -0.991 -1.273 3.495 1.05
C -1.454 -1.810 4.746 -1.24
C -1.853 -3.088 4.876 -0.20
C -1.782 -3.953 3.733 -0.95
C -1.377 -3.444 2.556 -0.30
N -1.019 -2.123 2.383 0.51
H 2.394 5.986 3.270 0.36
H 2.333 4.697 4.499 0.28
H 3.289 4.461 3.028 0.22
H -0.644 0.622 4.343 0.20
H -1.467 -1.126 5.584 0.38
H -2.199 -3.465 5.829 0.40
H -2.014 -5.006 3.805 0.37
H -1.255 -4.063 1.681 0.36
C -4.268 -1.728 -5.426 -1.50
C -3.781 -1.027 -4.187 1.09
C -2.511 -1.279 -3.678 -1.05
C -2.061 -0.656 -2.522 -0.11
C -2.896 0.235 -1.866 -0.06
C -4.162 0.511 -2.363 -0.60
C -4.600 -0.122 -3.515 -0.80
S -2.383 1.064 -0.373 1.26
O -2.755 0.238 0.739 -0.73
O -2.943 2.388 -0.451 -0.72
N -0.758 1.091 -0.479 1.09
C -0.163 2.073 -1.279 0.35
C -0.763 2.783 -2.297 -0.84
C -0.060 3.779 -3.001 -0.97
C 1.235 4.096 -2.707 -0.97
C 1.892 3.388 -1.677 1.02
C 3.221 3.649 -1.280 -0.74
C 3.790 2.925 -0.273 -1.10
C 3.038 1.907 0.340 -0.33
N 1.799 1.650 -0.004 0.84
C 1.200 2.375 -0.985 0.02
H -3.436 -2.029 -6.062 0.36
H -4.930 -1.087 -6.009 0.38
H -4.829 -2.630 -5.167 0.29
H -1.855 -1.973 -4.191 0.39
H -1.081 -0.879 -2.122 0.43
H -4.789 1.231 -1.853 0.47
H -5.588 0.096 -3.904 0.36
H -1.793 2.602 -2.561 0.43
H -0.581 4.309 -3.790 0.40
H 1.765 4.875 -3.241 0.39
H 3.775 4.430 -1.787 0.40
H 4.803 3.107 0.058 0.46
H 3.458 1.301 1.132 0.50
Cl 5.093 -5.640 0.609 -0.26
C 4.038 -4.288 0.289 0.47
C 3.725 -3.411 1.313 -0.92
C 2.883 -2.355 1.033 1.43
Cl 2.479 -1.183 2.254 -0.19
C 2.323 -2.121 -0.238 -1.18
O 1.545 -1.110 -0.465 -0.02
C 2.687 -3.042 -1.236 0.43
Cl 2.046 -2.813 -2.826 -0.22
C 3.527 -4.111 -0.985 -0.77
H 4.128 -3.547 2.307 0.47
H 3.776 -4.800 -1.779 0.43
N -1.025 -2.300 0.027 -0.50
C -0.647 -1.674 1.072 0.37
H -1.750 -2.999 0.201 0.10
```

Which structure is most stable? 2, by 38.9 kcal/mol over the runner-up.

1:
This record from the Open Molecules 2025 dataset describes a cluster of 2 separate species, C3H6FNO4 in total. The level of theory is wB97M-V/def2-TZVPD.

The value obtained for the molecular weight is 139.08 g mol⁻¹. As for the HOMO-LUMO gap (alpha / beta): 0.244 / 0.358 hartree. The HOMO energy (alpha / beta) comes out at -9.24 / -10.22 eV.

```
15
Properties=species:S:1:pos:R:3:nbo_charge:R:1
C -2.196 1.071 0.352 -0.47
C 0.422 -1.074 0.419 0.27
C 0.744 0.358 0.494 0.60
N 1.326 0.922 -0.580 0.36
O 1.726 2.099 -0.506 -0.33
O 1.461 0.123 -1.610 -0.49
O 1.506 -1.890 0.328 -0.69
O -0.484 -1.326 -0.615 -0.70
F 0.838 1.075 1.577 -0.24
H -2.854 0.635 1.062 0.17
H -1.315 1.596 0.578 0.15
H -2.537 1.082 -0.658 0.17
H -0.176 -1.420 1.291 0.20
H 1.644 -2.103 -0.654 0.50
H -0.103 -1.149 -1.478 0.49
```

2:
This record from the Open Molecules 2025 dataset describes a cluster of 2 separate species, C3H6FNO4 in total. The level of theory is wB97M-V/def2-TZVPD.

The value obtained for the molecular weight is 139.08 g mol⁻¹. As for the SMILES: C=C(C(O)O)[N+](=O)[O-].F. As for the HOMO-LUMO gap: 0.359 hartree. The HOMO energy comes out at -11.22 eV.

```
15
Properties=species:S:1:pos:R:3:nbo_charge:R:1
C -1.823 -0.681 -0.876 -0.25
C 0.306 -1.111 0.174 0.33
C -0.743 -0.191 -0.307 0.00
N -0.723 1.232 -0.214 0.54
O 0.065 1.747 0.654 -0.50
O -1.429 1.887 -0.871 -0.27
O 0.531 -0.877 1.566 -0.72
O 1.454 -0.977 -0.557 -0.69
F 2.444 1.906 0.290 -0.58
H 1.572 2.026 0.488 0.55
H -2.591 0.037 -1.206 0.23
H -2.015 -1.721 -0.989 0.22
H 0.044 -2.116 0.035 0.17
H 0.855 0.055 1.616 0.49
H 2.052 -1.216 0.196 0.49
```

Which structure is most stable? 2, by 75.5 kcal/mol over the runner-up.

1:
This record from the Open Molecules 2025 dataset describes a structure of composition C2H2. The level of theory is wB97M-V/def2-TZVPD.

The value obtained for the molecular weight is 26.04 g mol⁻¹. As for the HOMO-LUMO gap: 0.428 hartree. The HOMO energy comes out at -10.68 eV.

```
4
Properties=species:S:1:pos:R:3:nbo_charge:R:1
C -0.087 -0.377 0.479 -0.26
C 0.026 0.338 -0.500 -0.27
H -0.449 -0.979 1.299 0.24
H 0.813 1.213 -1.170 0.29
```

2:
This record from the Open Molecules 2025 dataset describes an isolated molecule of C2H2. The level of theory is wB97M-V/def2-TZVPD.

The value obtained for the molecular weight is 26.04 g mol⁻¹. As for the SMILES: C#C. As for the HOMO-LUMO gap: 0.446 hartree. The HOMO energy comes out at -10.79 eV.

```
4
Properties=species:S:1:pos:R:3:nbo_charge:R:1
C 0.590 -0.005 -0.024 -0.22
C -0.600 -0.156 -0.012 -0.25
H 1.635 -0.086 0.031 0.23
H -1.626 0.247 0.005 0.24
```

Which structure is most stable? 2, by 23.8 kcal/mol over the runner-up.